# C56H137N7O5

A 12-piece molecular cluster, C56H137N7O5 overall (ωB97M-V with the def2-TZVPD basis set, the Open Molecules 2025 dataset).

Summary:
lowest unoccupied orbital energy = 0.6 eV
HOMO level = -7.693 eV
ΔE to the lowest compared entry with this formula, charge and spin = 327.58 kJ/mol
gap between HOMO and LUMO = 0.304 Ha

Last column: Löwdin charge in e.
Atoms and positions in Å:
C 2.74 0.39 4.02  -0.09
C 4.21 0.63 3.76  -0.28
N 4.44 1.35 2.48  -0.14
C 4.05 0.57 1.22  -0.24
C 4.48 -0.85 1.07  -0.08
C 5.89 1.69 2.44  -0.24
C 6.18 2.76 1.36  -0.09
H 2.23 1.36 4.03  0.08
H 2.52 -0.19 4.91  0.07
H 2.37 -0.14 3.14  0.04
H 4.54 1.28 4.57  0.11
H 4.75 -0.32 3.83  0.11
H 2.96 0.54 1.12  0.09
H 4.38 1.16 0.37  0.06
H 3.89 -1.48 1.74  0.08
H 4.37 -1.09 0.01  0.06
H 5.56 -0.95 1.14  0.07
H 6.56 0.84 2.27  0.11
H 6.17 2.23 3.34  0.11
H 7.19 3.17 1.51  0.07
H 5.55 3.63 1.51  0.06
H 6.11 2.42 0.33  0.05
C -3.41 3.88 -6.41  -0.08
C -2.15 4.32 -5.65  -0.23
N -2.38 4.75 -4.23  -0.17
C -1.07 5.10 -3.70  -0.25
C -0.09 3.94 -3.22  -0.05
C -3.29 5.82 -4.08  -0.29
C -3.03 7.15 -4.80  -0.07
H -3.18 3.38 -7.35  0.07
H -3.83 4.85 -6.69  0.05
H -4.17 3.31 -5.88  0.08
H -1.53 3.42 -5.62  0.10
H -1.59 5.07 -6.20  0.11
H -0.48 5.65 -4.43  0.10
H -1.19 5.76 -2.85  0.08
H 0.90 4.20 -2.85  0.05
H -0.57 3.39 -2.41  0.03
H 0.07 3.22 -4.03  0.06
H -3.49 5.95 -3.02  0.10
H -4.26 5.47 -4.41  0.11
H -3.27 7.02 -5.86  0.06
H -2.03 7.58 -4.75  0.07
H -3.77 7.89 -4.49  0.07
C 1.67 4.17 0.28  -0.07
C 3.12 4.29 -0.19  -0.25
N 3.21 5.17 -1.37  -0.20
C 2.91 6.62 -1.07  -0.22
C 1.72 7.03 -1.91  -0.09
C 4.16 4.83 -2.50  -0.18
C 5.57 5.18 -1.92  -0.08
H 1.55 3.33 0.97  0.07
H 0.96 4.05 -0.54  0.05
H 1.46 5.00 0.97  0.07
H 3.85 4.54 0.58  0.09
H 3.54 3.30 -0.36  0.09
H 2.75 6.70 0.01  0.11
H 3.77 7.26 -1.25  0.10
H 0.89 6.38 -1.65  0.04
H 1.45 8.06 -1.67  0.07
H 1.87 6.98 -2.99  0.07
H 3.92 5.24 -3.47  0.10
H 4.07 3.76 -2.70  0.08
H 6.33 4.49 -2.27  0.06
H 5.54 5.20 -0.83  0.06
H 5.90 6.20 -2.12  0.06
C 0.55 -4.36 0.84  -0.09
C 1.46 -5.34 0.16  -0.23
N 0.72 -6.34 -0.70  -0.16
C -0.12 -7.25 0.08  -0.30
C 0.62 -8.07 1.06  -0.09
C -0.02 -5.78 -1.89  -0.23
C -0.11 -6.69 -3.14  -0.08
H 0.38 -3.54 0.15  0.06
H 1.19 -3.93 1.61  0.07
H -0.42 -4.76 1.12  0.06
H 2.22 -4.93 -0.50  0.11
H 2.09 -5.90 0.85  0.10
H -0.55 -7.90 -0.68  0.11
H -0.95 -6.75 0.58  0.10
H 0.86 -7.43 1.90  0.03
H 1.57 -8.44 0.67  0.09
H -0.01 -8.84 1.50  0.08
H -1.00 -5.46 -1.53  0.10
H 0.34 -4.79 -2.16  0.10
H 0.83 -7.04 -3.56  0.07
H -0.64 -7.61 -2.89  0.05
H -0.67 -6.29 -3.98  0.06
C -1.21 -4.03 7.31  -0.06
C 0.04 -4.53 6.47  -0.23
N -0.37 -4.72 5.08  -0.19
C -0.67 -3.48 4.34  -0.22
C 0.67 -2.67 4.17  -0.06
C 0.49 -5.75 4.31  -0.20
C -0.16 -7.13 4.45  -0.11
H -2.07 -4.69 7.31  0.07
H -1.52 -3.03 7.00  0.04
H -0.92 -3.82 8.34  0.06
H 0.99 -3.99 6.49  0.10
H 0.29 -5.55 6.76  0.10
H -1.06 -3.71 3.35  0.08
H -1.54 -3.01 4.80  0.08
H 1.02 -2.22 5.10  0.05
H 1.47 -3.26 3.73  0.06
H 0.42 -1.87 3.47  0.05
H 1.44 -5.94 4.81  0.11
H 0.65 -5.58 3.24  0.08
H -1.17 -7.21 4.04  0.07
H -0.28 -7.58 5.44  0.07
H 0.56 -7.77 3.94  0.05
C -6.67 -3.68 1.52  -0.10
C -5.24 -4.00 1.16  -0.26
N -4.30 -2.93 1.58  -0.14
C -2.98 -3.19 0.95  -0.25
C -2.87 -2.73 -0.49  -0.07
C -4.33 -2.62 3.03  -0.22
C -4.16 -3.90 3.92  -0.08
H -6.87 -2.62 1.40  0.06
H -6.88 -3.84 2.58  0.07
H -7.42 -4.08 0.84  0.08
H -5.03 -4.98 1.60  0.11
H -5.22 -4.10 0.07  0.11
H -2.16 -2.83 1.58  0.08
H -2.76 -4.26 0.93  0.09
H -3.21 -1.69 -0.49  0.06
H -1.87 -2.62 -0.93  0.05
H -3.53 -3.18 -1.23  0.07
H -5.24 -2.13 3.35  0.10
H -3.50 -1.99 3.34  0.09
H -5.02 -4.56 3.92  0.06
H -3.93 -3.61 4.94  0.07
H -3.30 -4.47 3.57  0.06
C 3.39 -2.95 -4.79  -0.07
C 4.56 -1.96 -4.52  -0.26
N 4.12 -0.80 -3.78  -0.20
C 3.00 -0.18 -4.41  -0.25
C 3.08 0.37 -5.95  -0.05
C 5.23 0.15 -3.60  -0.23
C 5.10 0.89 -2.25  -0.07
H 3.89 -3.84 -5.18  0.07
H 2.66 -2.59 -5.51  0.06
H 2.86 -3.14 -3.86  0.07
H 5.35 -2.48 -3.98  0.11
H 5.08 -1.60 -5.41  0.11
H 2.10 -0.78 -4.29  0.09
H 2.71 0.68 -3.80  0.09
H 4.03 0.82 -6.25  0.05
H 3.19 -0.48 -6.63  0.05
H 2.30 1.08 -6.22  0.06
H 5.24 0.78 -4.49  0.10
H 6.21 -0.33 -3.60  0.11
H 5.42 0.26 -1.42  0.06
H 4.09 1.26 -2.14  0.06
H 5.71 1.79 -2.23  0.06
C 0.08 0.72 -1.08  -0.15
C -0.88 0.68 0.17  -0.11
C -0.22 -0.41 1.04  -0.19
O 0.71 -1.05 0.19  -0.14
C 0.61 -0.63 -1.14  -0.24
H 0.88 1.45 -0.95  0.10
H -0.52 1.10 -1.91  0.11
H -1.88 0.32 -0.04  0.08
H -1.00 1.59 0.75  0.09
H -0.90 -1.04 1.62  0.09
H 0.32 0.13 1.82  0.10
H -0.25 -1.15 -1.54  0.10
H 1.49 -0.86 -1.75  0.13
C -4.71 0.97 2.58  -0.17
C -4.08 1.38 1.29  -0.15
C -5.28 2.13 0.54  -0.13
O -6.44 1.75 1.27  -0.15
C -6.15 0.73 2.14  -0.24
H -4.63 1.88 3.18  0.12
H -4.19 0.18 3.11  0.08
H -3.92 0.48 0.69  0.09
H -3.10 1.85 1.23  0.07
H -5.48 1.67 -0.43  0.11
H -5.34 3.21 0.49  0.10
H -6.15 -0.19 1.55  0.11
H -6.82 0.73 3.00  0.13
C -2.51 6.59 1.20  -0.19
C -1.86 5.89 0.06  -0.16
C -2.33 4.37 0.15  -0.15
O -2.18 4.26 1.56  -0.18
C -2.73 5.49 2.18  -0.17
H -3.39 7.07 0.77  0.11
H -2.06 7.41 1.76  0.11
H -0.77 5.86 0.17  0.09
H -2.00 6.26 -0.96  0.08
H -1.81 3.61 -0.43  0.11
H -3.41 4.34 -0.03  0.10
H -2.32 5.76 3.16  0.12
H -3.81 5.42 2.30  0.11
C -1.72 -2.28 -4.73  -0.16
O -2.66 -1.25 -4.50  -0.13
H -2.13 -3.18 -5.21  0.08
H -0.98 -1.77 -5.34  0.08
H -1.29 -2.57 -3.77  0.06
H -3.53 -1.59 -4.71  0.07
C -1.77 0.01 5.43  -0.19
O -1.72 0.10 4.07  -0.11
H -0.80 -0.24 5.84  0.07
H -2.19 0.89 5.92  0.09
H -2.29 -0.88 5.77  0.06
H -1.68 1.05 3.97  0.09